i) Here is C4H8N2O2 in the gas phase from OMol25. Energies are from wB97M-V/def2-TZVPD.

The value obtained for the HOMO-LUMO gap is 8.27 eV. The value obtained for the LUMO energy is 0.88 eV. The molar mass comes out at 116.12 g/mol. The value obtained for the highest occupied orbital energy is -0.27170 hartree. The net charge is 0.

Last column: Mulliken charge in e.
Positions of all 16 atoms, in Å:
C 1.3934 -1.0952 -0.3920  -0.819
N -1.4597 0.8313 0.1186  -0.683
C 0.5646 1.3601 0.0967  0.655
C -1.0718 -0.4059 -0.0662  0.799
N 0.6854 1.9409 1.3136  -0.403
C -1.5186 -1.5963 -0.4937  -1.035
O 0.4105 -0.3071 0.3187  -0.186
O 1.0392 1.6790 -0.9438  -0.516
H -2.3933 1.0422 -0.2044  0.192
H 0.9048 2.9263 1.2643  0.267
H 0.0063 1.6195 1.9893  0.272
H 1.1985 -2.1410 -0.1718  0.323
H 1.3250 -0.9020 -1.4614  0.366
H 2.3692 -0.8037 -0.0087  0.321
H -0.8773 -2.4426 -0.6748  0.197
H -2.5763 -1.7055 -0.6845  0.249



ii) Here is C4H8N2O2 in the gas phase from OMol25. Energies are from wB97M-V/def2-TZVPD.

The value obtained for the HOMO-LUMO gap (alpha / beta) is 6.77 / 6.76 eV. The value obtained for the LUMO energy (alpha / beta) is -1.17 / -1.17 eV. The molar mass comes out at 116.12 g/mol. The value obtained for the highest occupied orbital energy (alpha / beta) is -0.29175 / -0.29171 hartree. The net charge is 0.

Last column: Mulliken charge in e.
Positions of all 16 atoms, in Å:
C -0.6147 -1.3364 0.1407  -0.719
C 1.4470 0.3147 0.8818  -1.245
N -1.3865 -0.3740 -0.4777  -0.069
C 0.8945 -0.4727 -0.3152  1.114
N -1.9930 0.5031 0.2582  -0.263
C 0.2526 0.7212 -1.3518  -0.081
O 1.6448 -1.1979 -1.0073  -0.732
O 0.0734 1.8813 -1.0731  -0.543
H -2.1376 1.4030 -0.1915  0.272
H -1.9368 0.4811 1.2723  0.241
H 0.2852 0.3226 -2.3822  0.368
H -0.5219 -2.2511 -0.4318  0.307
H -0.8025 -1.4999 1.2039  0.349
H 1.7031 -0.3870 1.6753  0.350
H 2.3495 0.8288 0.5575  0.307
H 0.7430 1.0632 1.2410  0.344



iii) Here is C4H8N2O2 in the gas phase from OMol25. Energies are from wB97M-V/def2-TZVPD.

The value obtained for the HOMO-LUMO gap is 9.58 eV. The value obtained for the LUMO energy is 0.77 eV. The molar mass comes out at 116.12 g/mol. The value obtained for the highest occupied orbital energy is -0.32397 hartree. The net charge is 0.

Last column: Mulliken charge in e.
Positions of all 16 atoms, in Å:
C 0.7585 -1.5522 0.9809  -0.689
C -1.0530 -0.3495 0.2161  0.709
C -2.2287 -0.8878 0.1914  -0.918
C 0.1328 1.6225 -0.0162  -0.061
H 0.1618 -1.8494 1.8054  0.349
H 1.3984 -0.6823 1.2615  0.269
H 1.3912 -2.4443 0.7178  0.207
H -3.1336 -0.4035 0.5305  0.292
H -2.3678 -1.8621 -0.2002  0.290
H 0.3065 2.6728 0.3374  0.359
H 0.7066 0.3655 -1.5022  0.332
H 1.9288 2.3178 -2.2699  0.338
N -0.6516 0.9186 0.6636  -0.508
N 0.7216 1.3284 -1.1866  -0.150
O -0.0092 -1.1794 -0.1401  -0.417
O 1.9376 1.9849 -1.3895  -0.402



iv) Here is a molecular structure, C4H8N2O2 from OMol25. Energies are from wB97M-V/def2-TZVPD.

The value obtained for the HOMO-LUMO gap is 9.22 eV. The value obtained for the LUMO energy is 0.21 eV. The molar mass comes out at 116.12 g/mol. The value obtained for the highest occupied orbital energy is -0.33076 hartree. The net charge is 0.

Last column: Mulliken charge in e.
Positions of all 16 atoms, in Å:
C 0.6938 -0.9245 -0.3693  -0.427
C -0.3276 0.1894 -0.1805  0.899
C -1.6801 -0.2504 -0.7090  -0.488
C -0.9503 0.1833 1.0487  -0.392
H 3.5520 -0.1484 0.1697  0.299
H 2.0680 0.8612 0.3731  0.303
H 0.3361 -1.9860 -0.7847  0.235
H -0.6571 2.0065 -0.7945  0.381
H -2.1885 0.7225 -0.8695  0.205
H -1.8919 -0.9745 -1.4544  0.339
H -0.3851 -0.4266 1.7159  0.315
H -1.4075 1.1250 1.4196  0.253
N 2.4626 -0.0365 0.5437  -0.494
N 1.9452 -0.9762 -0.2720  -0.352
O 0.3831 1.5035 -0.3541  -0.671
O -1.9528 -0.8684 0.5173  -0.404



The data favor i); the next most stable structure lies 7.0 kcal/mol above it.